(1)
This record from the Open Molecules 2025 dataset describes the ion C5H11N2 with charge +1 in a non-equilibrium geometry. The level of theory is ωB97M-V with the def2-TZVPD basis set.

Each atom is followed by the atoms it is bonded to, with distances in Å.
CARTESIAN COORDINATES (ANGSTROEM)
1 C 0.50 1.07 -0.38  C2 1.460, N6 1.488, H8 1.189, H9 1.122
2 C -0.89 1.14 0.08  C1 1.460, N7 1.460, H10 1.156, H11 1.017
3 C -0.49 -0.61 1.82  C4 1.331, N7 1.382, H12 1.100
4 C 0.53 -1.42 1.51  C3 1.331, H13 1.042
5 C 0.35 -0.80 -1.89  N6 1.451, H15 1.118, H16 1.124, H17 1.085
6 N 0.92 -0.34 -0.64  C1 1.488, C5 1.451, H14 1.088
7 N -1.01 0.61 1.44  C2 1.460, C3 1.382, H18 1.069
8 H 0.74 1.67 -1.38  C1 1.189
9 H 1.14 1.47 0.44  C1 1.122
10 H -1.14 2.27 0.17  C2 1.156
11 H -1.47 0.57 -0.52  C2 1.017
12 H -0.53 -0.67 2.91  C3 1.100
13 H 0.90 -2.39 1.58  C4 1.042
14 H 1.94 -0.68 -0.50  N6 1.088
15 H -0.69 -1.17 -1.73  C5 1.118
16 H 0.07 -0.11 -2.73  C5 1.124
17 H 0.86 -1.68 -2.29  C5 1.085
18 H -1.72 1.07 2.09  N7 1.069

Calculated values
Charge   +1
HOMO   -13.59 eV

Here are the Löwdin charges for atoms 1 to 8, given in e: number 1, C, carries -0.212; number 2, C, carries -0.189; number 3, C, carries -0.173; number 4, C, carries 0.313; number 5, C, carries -0.114; number 6, N, carries -0.103; number 7, N, carries 0.008; number 8, H, carries 0.173

=====

(2)
This record from the Open Molecules 2025 dataset describes the ion C5H11N2 with charge +1 in a non-equilibrium geometry. The level of theory is ωB97M-V with the def2-TZVPD basis set.

Each atom is followed by the atoms it is bonded to, with distances in Å.
CARTESIAN COORDINATES (ANGSTROEM)
1 C 3.01 1.13 0.05  N7 1.303, H8 1.056, H9 1.112
2 C 0.79 0.83 -0.40  C5 1.616, N7 1.312, H10 1.146, H12 1.047
3 C -1.60 0.63 0.25  C5 1.552, H13 1.044, H14 1.082, H15 1.094
4 C -0.73 -2.12 0.03  N6 1.231, H16 1.049, H17 1.006
5 C -0.22 -0.01 0.54  C2 1.616, C3 1.552, N6 1.409, H18 1.071
6 N 0.18 -1.35 0.35  C4 1.231, C5 1.409
7 N 2.03 0.40 -0.41  C1 1.303, C2 1.312, H11 1.248
8 H 3.96 0.68 0.08  C1 1.056
9 H 2.86 2.23 0.08  C1 1.112
10 H 0.70 1.89 0.00  C2 1.146
11 H 1.51 -0.71 -0.22  N7 1.248
12 H 0.28 0.89 -1.31  C2 1.047
13 H -2.40 0.27 0.82  C3 1.044
14 H -1.89 0.52 -0.79  C3 1.082
15 H -1.55 1.70 0.47  C3 1.094
16 H -0.72 -3.17 0.08  C4 1.049
17 H -1.66 -1.86 -0.25  C4 1.006
18 H 0.14 0.10 1.54  C5 1.071

Calculated values
SMILES   C=N[C@H](C)C[NH+]=C
Charge   +1
HOMO   -14.84 eV

Here are the Löwdin charges for atoms 1 to 8, given in e: number 1, C, carries 0.205; number 2, C, carries -0.253; number 3, C, carries -0.023; number 4, C, carries 0.073; number 5, C, carries -0.329; number 6, N, carries 0.000; number 7, N, carries -0.006; number 8, H, carries 0.100

=====

(3)
This record from the Open Molecules 2025 dataset describes the ion C5H11N2 with charge +1 in a non-equilibrium geometry. The level of theory is ωB97M-V with the def2-TZVPD basis set.

Each atom is followed by the atoms it is bonded to, with distances in Å.
CARTESIAN COORDINATES (ANGSTROEM)
1 C -1.42 1.75 -0.24  N6 1.237, H8 1.122, H9 1.158
2 C -0.91 -0.51 0.15  C3 1.496, N6 1.425, N7 1.294
3 C -1.80 -1.68 -0.15  C2 1.496, H10 1.064, H11 1.094, H12 1.075
4 C 2.31 0.43 -0.46  C5 1.557, H13 1.029, H14 1.089, H15 1.103
5 C 1.35 0.31 0.77  C4 1.557, N7 1.501, H16 1.014, H17 1.089
6 N -1.48 0.75 0.49  C1 1.237, C2 1.425
7 N 0.34 -0.73 0.40  C2 1.294, C5 1.501, H18 1.066
8 H -1.04 1.86 -1.29  C1 1.122
9 H -1.95 2.65 0.27  C1 1.158
10 H -2.81 -1.34 -0.21  C3 1.064
11 H -1.77 -2.29 0.76  C3 1.094
12 H -1.57 -2.20 -1.07  C3 1.075
13 H 3.24 0.67 -0.11  C4 1.029
14 H 2.20 -0.42 -1.13  C4 1.089
15 H 2.00 1.22 -1.16  C4 1.103
16 H 1.95 0.06 1.55  C5 1.014
17 H 0.81 1.22 1.04  C5 1.089
18 H 0.56 -1.77 0.38  N7 1.066

Calculated values
SMILES   C=N/C(C)=[NH+]\CC
Charge   +1
HOMO   -15.10 eV

Here are the Löwdin charges for atoms 1 to 8, given in e: number 1, C, carries 0.016; number 2, C, carries -0.276; number 3, C, carries 0.034; number 4, C, carries -0.038; number 5, C, carries -0.124; number 6, N, carries 0.084; number 7, N, carries 0.110; number 8, H, carries 0.123

=====

(4)
This record from the Open Molecules 2025 dataset describes the ion C5H11N2 with charge +1 in a non-equilibrium geometry. The level of theory is ωB97M-V with the def2-TZVPD basis set.

Each atom is followed by the atoms it is bonded to, with distances in Å.
CARTESIAN COORDINATES (ANGSTROEM)
1 C -2.22 -0.57 0.20  C2 1.551, C3 1.524, H8 1.111, H9 1.012
2 C -2.12 0.97 0.01  C1 1.551, C3 1.452, H10 1.137, H11 1.101
3 C -1.03 0.13 -0.46  C1 1.524, C2 1.452, C4 1.461, H12 1.111
4 C 0.29 0.08 0.16  C3 1.461, C5 1.636, N7 1.409, H13 1.153
5 C 1.78 0.14 -0.53  C4 1.636, N6 1.366, N7 1.605, H14 1.115
6 N 2.79 0.51 0.31  C5 1.366, H15 0.964, H16 1.036
7 N 0.99 -1.14 0.02  C4 1.409, C5 1.605, H17 1.022, H18 1.015
8 H -2.13 -0.93 1.25  C1 1.111
9 H -2.83 -1.10 -0.41  C1 1.012
10 H -2.81 1.63 -0.61  C2 1.137
11 H -1.89 1.53 0.92  C2 1.101
12 H -1.12 0.07 -1.56  C3 1.111
13 H 0.19 0.45 1.24  C4 1.153
14 H 1.62 0.04 -1.63  C5 1.115
15 H 2.97 1.08 1.06  N6 0.964
16 H 3.69 0.48 -0.21  N6 1.036
17 H 1.39 -1.65 0.81  N7 1.022
18 H 0.42 -1.71 -0.59  N7 1.015

Calculated values
SMILES   N[C@H]1[NH2+][C@@H]1C1CC1
Charge   +1
HOMO   -14.23 eV

Here are the Löwdin charges for atoms 1 to 8, given in e: number 1, C, carries -0.041; number 2, C, carries -0.104; number 3, C, carries -0.327; number 4, C, carries -0.197; number 5, C, carries -0.118; number 6, N, carries 0.111; number 7, N, carries 0.125; number 8, H, carries 0.126

=====

(5)
This record from the Open Molecules 2025 dataset describes a cluster of 2 separate species, C5H11N2 in total in a non-equilibrium geometry. The level of theory is ωB97M-V with the def2-TZVPD basis set.

Each atom is followed by the atoms it is bonded to, with distances in Å.
CARTESIAN COORDINATES (ANGSTROEM)
1 C -1.03 1.92 0.66  C4 1.459, N6 1.462, H8 0.979, H9 1.085
2 C 0.17 -1.81 -0.49  C3 1.488, N7 1.337, H10 1.047, H11 1.120
3 C 0.24 -1.60 0.98  C2 1.488, N7 1.495, H12 1.145, H13 1.096
4 C -0.90 1.37 -0.68  C1 1.459, N6 1.287, H14 1.060
5 C 1.69 -0.01 -0.32  N7 1.483, H15 1.122, H16 1.122, H17 1.177
6 N -2.08 1.31 -0.16  C1 1.462, C4 1.287, H18 0.999
7 N 0.33 -0.55 -0.07  C2 1.337, C3 1.495, C5 1.483
8 H -0.80 1.47 1.50  C1 0.979
9 H -1.06 3.00 0.67  C1 1.085
10 H 0.99 -2.15 -1.05  C2 1.047
11 H -0.81 -2.00 -0.98  C2 1.120
12 H -0.77 -1.62 1.53  C3 1.145
13 H 1.25 -1.77 1.36  C3 1.096
14 H -0.58 1.60 -1.66  C4 1.060
15 H 2.08 0.71 0.45  C5 1.122
16 H 2.33 -0.93 -0.42  C5 1.122
17 H 1.64 0.50 -1.38  C5 1.177
18 H -2.69 0.55 0.05  N6 0.999

Calculated values
Charge   +1
HOMO   -14.12 eV

Here are the Löwdin charges for atoms 1 to 8, given in e: number 1, C, carries -0.015; number 2, C, carries -0.201; number 3, C, carries -0.008; number 4, C, carries 0.035; number 5, C, carries -0.054; number 6, N, carries 0.142; number 7, N, carries -0.243; number 8, H, carries 0.065

=====

(6)
This record from the Open Molecules 2025 dataset describes the ion C5H11N2O with charge -1 in a non-equilibrium geometry. The level of theory is ωB97M-V with the def2-TZVPD basis set.

Each atom is followed by the atoms it is bonded to, with distances in Å.
CARTESIAN COORDINATES (ANGSTROEM)
1 C -0.14 -2.09 0.59  O2 1.335, C3 1.555, H9 1.140, H10 1.132
2 O -0.48 -1.95 1.88  C1 1.335
3 C -0.42 -0.83 -0.27  C1 1.555, C4 1.543, N8 1.454, H11 1.101
4 C -0.01 0.42 0.54  C3 1.543, C5 1.547, H12 1.084, H13 1.081
5 C -0.12 1.73 -0.27  C4 1.547, N7 1.454, H14 1.095, H15 1.084
6 C 2.08 1.55 -1.10  N7 1.257, H16 1.089, H17 1.097
7 N 1.14 2.30 -0.72  C5 1.454, C6 1.257
8 N -1.82 -0.66 -0.62  C3 1.454, H18 1.016, H19 1.014
9 H -0.71 -2.92 0.06  C1 1.140
10 H 0.93 -2.39 0.39  C1 1.132
11 H 0.19 -0.77 -1.18  C3 1.101
12 H 0.98 0.32 0.97  C4 1.084
13 H -0.75 0.47 1.33  C4 1.081
14 H -0.61 2.52 0.31  C5 1.095
15 H -0.77 1.53 -1.11  C5 1.084
16 H 3.02 2.01 -1.37  C6 1.089
17 H 1.95 0.46 -1.13  C6 1.097
18 H -2.36 -0.63 0.24  N8 1.016
19 H -2.15 -1.48 -1.11  N8 1.014

Calculated values
SMILES   C=NCC[C@H](N)C[O-]
Charge   -1
HOMO   -2.52 eV

Here are the Löwdin charges for atoms 1 to 8, given in e: number 1, C, carries -0.540; number 2, O, carries -0.337; number 3, C, carries -0.434; number 4, C, carries -0.184; number 5, C, carries -0.253; number 6, C, carries -0.092; number 7, N, carries -0.048; number 8, N, carries 0.015

=====

Result set for total energy: -306.20214; -306.22988; -306.33107; -306.26689; -306.17696; -381.82090 hartree, one per record in the order listed.
Result set for HOMO-LUMO gap: 8.12; 9.90; 11.14; 11.41; 9.15; 6.39 eV, one per record in the order listed.